Here is a cluster of 2 separate species, C4H6N2 in total from OMol25. Energies are from ωB97M-V with the def2-TZVPD basis set.

Output
total energy: -7220.158 eV
energy above the lowest of the compared OMol25 structures with the same formula, charge and spin: 125.3 kcal/mol
frontier orbital gap: 10.105 eV
HOMO level: -9.0 eV
SMILES string: C=NN=C.C#C

The geometry in ORCA input format:
```
! RIJCOSX wB97M-V def2-TZVPD def2/J DEFGRID3
* xyz 0 1
N -1.812 1.128 -1.542
H 3.885 -1.791 0.814
H -3.700 1.408 -1.866
N -0.642 0.850 -1.104
C 3.374 -1.340 1.632
C -2.988 1.161 -1.116
H 2.281 -0.102 3.074
H 0.932 -0.257 -0.828
H -0.638 -1.184 -0.701
C 2.740 -0.719 2.424
H -3.319 1.080 -0.054
C -0.112 -0.233 -0.734
*
```



Here is an isolated molecule of C4H6N2 from OMol25. Energies are from ωB97M-V with the def2-TZVPD basis set.

Output
total energy: -7225.161 eV
energy above the lowest of the compared OMol25 structures with the same formula, charge and spin: 9.9 kcal/mol
frontier orbital gap: 9.683 eV
HOMO level: -8.8 eV
SMILES string: Cn1ccnc1

The geometry in ORCA input format:
```
! RIJCOSX wB97M-V def2-TZVPD def2/J DEFGRID3
* xyz 0 1
H 2.913 -0.408 -0.429
N -0.243 0.000 0.190
C 1.914 -0.103 -0.148
H -2.216 -0.517 0.813
H -2.099 0.632 -0.546
C -1.646 -0.246 -0.079
H -1.695 -1.068 -0.797
N 1.645 1.166 0.307
H -0.221 2.039 0.854
C 0.349 1.189 0.495
C 0.769 -0.840 -0.214
H 0.570 -1.875 -0.460
*
```



Here is a cluster of 2 separate species, C4H6N2 in total from OMol25. Energies are from ωB97M-V with the def2-TZVPD basis set.

Output
total energy: -7221.157 eV
energy above the lowest of the compared OMol25 structures with the same formula, charge and spin: 102.2 kcal/mol
frontier orbital gap: 8.952 eV
HOMO level: -8.3 eV

The geometry in ORCA input format:
```
! RIJCOSX wB97M-V def2-TZVPD def2/J DEFGRID3
* xyz 0 1
H -1.883 0.287 1.353
C -0.212 -0.600 0.820
N 1.111 -0.171 0.724
H 1.342 0.414 1.520
C 0.964 0.566 -0.489
H 1.825 1.093 -0.892
N -0.873 0.382 1.453
H -1.493 -1.656 -0.723
H 0.024 -0.183 -2.385
H -0.314 1.222 0.418
C 0.121 -0.278 -1.311
C -0.611 -1.076 -0.487
*
```



Here is a cluster of 2 separate species, C4H6N2 in total from OMol25. Energies are from ωB97M-V with the def2-TZVPD basis set.

Output
total energy: -7223.477 eV
energy above the lowest of the compared OMol25 structures with the same formula, charge and spin: 48.8 kcal/mol
frontier orbital gap: 10.928 eV
HOMO level: -9.7 eV
SMILES string: C#CCC.N#N

The geometry in ORCA input format:
```
! RIJCOSX wB97M-V def2-TZVPD def2/J DEFGRID3
* xyz 0 1
H 2.901 1.407 -0.665
H -1.553 -0.622 1.334
H -0.785 -0.819 -0.841
H -0.416 0.654 1.593
C -0.547 -0.269 1.144
H 0.371 -0.930 1.355
C -0.509 0.128 -0.324
N 1.472 -0.342 -2.905
C 2.002 0.945 -0.653
N 0.631 -0.987 -3.177
C 0.867 0.537 -0.660
H -1.231 1.004 -0.437
*
```



Here is a structure of composition C4H6N2 from OMol25. Energies are from ωB97M-V with the def2-TZVPD basis set.

Output
total energy: -7219.092 eV
energy above the lowest of the compared OMol25 structures with the same formula, charge and spin: 149.9 kcal/mol
frontier orbital gap (spin up / spin down): 7.515 / 7.051 eV
HOMO level (spin up / spin down): -7.9 / -7.8 eV

The geometry in ORCA input format:
```
! RIJCOSX wB97M-V def2-TZVPD def2/J DEFGRID3
* xyz 0 1
N 0.937 -0.834 -1.025
N 1.592 0.103 -1.617
C -0.948 0.094 1.450
H -1.877 0.106 2.008
H -0.242 1.746 -0.106
C -0.814 0.850 0.070
H -0.229 0.498 2.148
H 2.509 -0.105 -2.053
C -0.123 -0.462 -0.319
H 1.342 -1.737 -0.819
H -1.718 0.904 -0.576
C -0.429 -1.162 0.838
*
```



Here is an isolated molecule of C4H6N2 from OMol25. Energies are from ωB97M-V with the def2-TZVPD basis set.

Output
total energy: -7223.674 eV
energy above the lowest of the compared OMol25 structures with the same formula, charge and spin: 44.2 kcal/mol
frontier orbital gap: 10.919 eV
HOMO level: -9.9 eV
SMILES string: N#CCN1CC1

The geometry in ORCA input format:
```
! RIJCOSX wB97M-V def2-TZVPD def2/J DEFGRID3
* xyz 0 1
N -0.171 -0.650 0.573
H 1.893 -0.930 0.583
N 1.866 1.511 -1.353
C -0.799 0.618 0.893
H -1.255 0.681 1.877
H -0.329 1.536 0.540
C 1.517 0.534 -0.841
H 1.060 -1.514 -0.856
C 1.098 -0.695 -0.132
H -2.243 -0.883 0.053
H -1.270 0.063 -1.186
C -1.368 -0.270 -0.152
*
```



Here is an isolated molecule of C4H6N2 from OMol25. Energies are from ωB97M-V with the def2-TZVPD basis set.

Output
total energy: -7223.895 eV
energy above the lowest of the compared OMol25 structures with the same formula, charge and spin: 39.1 kcal/mol
frontier orbital gap: 10.934 eV
HOMO level: -10.0 eV
SMILES string: C[C@H]1N[C@H]1C#N

The geometry in ORCA input format:
```
! RIJCOSX wB97M-V def2-TZVPD def2/J DEFGRID3
* xyz 0 1
H 1.322 -1.198 1.253
H -0.958 1.346 -0.991
C -1.304 0.832 -0.089
H 0.388 -1.085 -1.464
C -0.531 -0.409 0.312
H -2.352 0.546 -0.240
C 1.920 0.325 -0.087
C 0.944 -0.620 0.416
N 2.771 1.024 -0.446
N 0.136 -1.395 -0.531
H -1.042 -0.918 1.126
H -1.295 1.549 0.741
*
```



Here is an isolated molecule of C4H6N2 from OMol25. Energies are from ωB97M-V with the def2-TZVPD basis set.

Output
total energy: -7222.129 eV
energy above the lowest of the compared OMol25 structures with the same formula, charge and spin: 79.8 kcal/mol
frontier orbital gap: 9.698 eV
HOMO level: -8.9 eV
SMILES string: N=C=C[C@H]1CN1

The geometry in ORCA input format:
```
! RIJCOSX wB97M-V def2-TZVPD def2/J DEFGRID3
* xyz 0 1
H 0.392 1.576 -1.141
H -1.508 -0.482 0.196
N -0.465 -0.314 -1.722
N 1.087 -0.362 2.865
C 0.771 -0.722 1.722
C -0.523 0.997 -1.078
C -0.556 -0.252 -0.274
H -1.365 -0.561 -2.113
H -1.446 1.571 -1.151
H 1.492 0.471 2.388
H 1.490 -1.132 -0.125
C 0.632 -0.788 0.431
*
```